(1)
A structure of composition C20H55B2CuNO14V2, computed with wB97M-V/def2-TZVPD.

XYZ file:
```
95
Properties=species:S:1:pos:R:3:mulliken_charge:R:1
O 23.162 -22.288 -15.026 -0.393
V 22.997 -23.835 -15.248 0.862
O 20.900 -25.916 -18.968 -0.448
V 21.634 -26.218 -17.641 0.228
Cu 20.219 -26.097 -13.702 0.238
C 24.186 -25.489 -17.000 1.246
O 24.645 -24.350 -16.620 -0.827
O 23.693 -25.709 -18.161 -0.829
O 23.299 -25.848 -16.167 -0.905
C 20.421 -24.337 -16.013 1.052
O 20.074 -25.534 -16.225 -0.873
O 20.804 -24.001 -14.846 0.150
O 21.370 -23.993 -16.829 -0.103
B 21.026 -28.351 -17.319 2.612
H 21.329 -27.935 -16.302 -0.350
H 21.826 -28.094 -18.080 0.127
H 20.862 -29.505 -17.289 -0.384
H 20.120 -27.815 -17.724 -1.202
B 23.247 -24.284 -12.827 0.578
H 22.537 -23.372 -12.615 -0.409
H 24.222 -23.941 -13.319 -0.177
H 23.475 -24.787 -11.795 -0.220
H 22.728 -25.014 -13.553 -0.462
C 23.924 -29.761 -12.820 -0.664
O 22.528 -30.060 -12.725 -0.460
C 21.771 -29.018 -13.314 0.141
C 20.525 -29.553 -14.034 -0.944
N 19.644 -28.393 -14.251 0.905
C 18.258 -28.564 -13.882 -1.037
C 17.395 -27.320 -13.776 -0.463
O 18.105 -26.418 -12.931 -0.166
C 17.380 -25.495 -12.171 -0.847
H 24.192 -29.354 -13.797 0.265
H 24.520 -30.657 -12.661 0.279
H 24.139 -28.984 -12.081 0.311
H 22.292 -28.348 -14.009 0.102
H 21.456 -28.350 -12.500 0.141
H 20.103 -30.249 -13.303 0.484
H 20.724 -30.086 -14.961 0.205
H 19.825 -28.128 -15.218 -0.897
H 18.250 -28.932 -12.850 0.698
H 17.707 -29.342 -14.427 0.371
H 16.492 -27.562 -13.196 0.492
H 16.984 -26.885 -14.691 0.206
H 18.120 -24.884 -11.657 0.127
H 16.769 -25.936 -11.370 0.335
H 16.705 -24.888 -12.780 0.342
C 17.333 -30.011 -18.264 -1.101
C 17.183 -28.544 -18.661 0.121
C 17.152 -27.667 -17.399 -0.450
O 18.297 -28.070 -19.412 -0.623
H 18.261 -30.089 -17.696 0.089
H 17.450 -30.606 -19.174 0.349
H 16.433 -30.366 -17.763 0.382
H 16.350 -28.372 -19.345 0.430
H 16.221 -27.744 -16.823 0.572
H 17.320 -26.604 -17.580 0.151
H 17.976 -27.921 -16.726 -0.270
H 19.123 -28.212 -18.929 0.598
C 22.151 -22.032 -19.901 -1.091
C 22.752 -21.092 -18.857 0.430
C 21.708 -20.231 -18.165 -1.031
O 23.378 -21.968 -17.882 -0.500
H 21.243 -22.516 -19.530 0.119
H 22.884 -22.765 -20.234 0.314
H 21.820 -21.533 -20.822 0.431
H 23.517 -20.460 -19.310 0.345
H 22.175 -19.338 -17.747 0.308
H 21.077 -20.784 -17.475 0.107
H 21.085 -19.796 -18.960 0.362
H 22.635 -22.577 -17.755 -0.185
C 18.042 -22.985 -18.237 -1.163
C 17.111 -23.108 -17.058 1.666
C 17.366 -22.017 -16.009 -1.492
O 15.764 -23.076 -17.503 -0.637
H 19.072 -23.178 -17.933 -0.085
H 18.079 -22.008 -18.733 0.392
H 17.747 -23.640 -19.059 0.404
H 17.329 -24.072 -16.575 -0.590
H 18.401 -22.068 -15.665 0.264
H 16.752 -22.177 -15.121 0.407
H 17.197 -21.044 -16.471 0.402
H 15.208 -22.604 -16.880 0.367
C 20.022 -21.005 -11.131 -1.638
C 19.328 -22.056 -11.975 1.177
C 17.794 -22.026 -11.895 -1.123
O 19.746 -21.934 -13.341 -0.443
H 19.888 -21.232 -10.067 0.410
H 19.673 -19.980 -11.275 0.349
H 21.096 -21.004 -11.314 0.332
H 19.748 -23.014 -11.646 0.128
H 17.405 -21.007 -11.870 0.405
H 17.469 -22.562 -11.003 0.330
H 17.417 -22.488 -12.805 -0.007
H 20.251 -22.736 -13.557 -0.143
```

⟨S²⟩: 2.05
Net charge: -1
Gap between HOMO and LUMO (alpha / beta) (eV): 8.514 / 8.696
LUMO level (alpha / beta) (Ha): 0.071 / 0.074
Multiplicity: 3

(2)
A structure of composition C24H19IrN14O9SSe, computed with wB97M-V/def2-TZVPD.

XYZ file:
```
69
Properties=species:S:1:pos:R:3:mulliken_charge:R:1
Ir 0.762 0.678 -0.178 2.568
N 0.490 3.769 2.968 0.113
C 1.200 2.758 2.467 -0.453
N 0.569 2.299 1.407 -0.085
C -0.539 3.082 1.310 0.255
N -0.626 3.990 2.247 -0.715
C -1.490 2.880 0.217 0.380
C -2.487 3.793 -0.105 -0.499
N -3.284 3.607 -1.147 -0.534
C -3.093 2.513 -1.872 -0.532
C -2.111 1.584 -1.556 -0.537
N -1.315 1.767 -0.504 0.221
H 0.689 4.338 3.775 0.193
H 2.131 2.392 2.869 0.576
H -2.624 4.688 0.489 0.513
H -3.733 2.364 -2.733 0.420
H -1.966 0.686 -2.144 0.498
N 1.075 -1.593 -0.649 -0.188
N 1.774 -2.190 0.417 -0.150
C 2.419 -1.318 1.314 0.411
O 2.971 -1.748 2.296 -0.622
O 2.383 -0.034 0.981 -0.811
H 0.311 -2.190 -0.952 0.047
H 1.735 -1.500 -1.427 0.421
H 1.346 -3.002 0.832 0.302
O 7.500 2.688 -3.766 -0.604
N 6.528 3.349 -3.468 1.065
O 6.457 4.562 -3.479 -0.612
C 5.322 2.614 -3.046 -0.606
C 5.361 1.231 -2.983 -0.413
C 4.231 0.546 -2.604 -0.218
C 3.013 1.195 -2.248 1.096
O 1.968 0.522 -1.920 -0.927
C 3.070 2.614 -2.309 -0.083
C 4.191 3.319 -2.719 -0.435
N 1.908 3.409 -1.967 0.814
O 0.982 2.879 -1.326 -0.478
O 1.858 4.563 -2.308 -0.578
N 4.349 -0.928 -2.559 1.032
O 5.468 -1.384 -2.506 -0.579
O 3.333 -1.600 -2.657 -0.659
H 6.265 0.693 -3.225 0.656
H 4.177 4.397 -2.773 0.653
C -4.906 -6.260 -1.958 -1.186
C -4.733 -4.945 -1.275 0.865
C -5.802 -4.081 -1.034 -0.661
C -5.530 -2.875 -0.425 -0.348
N -4.291 -2.538 -0.049 -0.318
C -3.355 -3.438 -0.311 0.532
S -1.704 -3.047 0.222 -0.376
N -3.489 -4.606 -0.910 -0.480
H -5.943 -6.588 -1.939 0.365
H -4.272 -7.010 -1.490 0.346
H -4.594 -6.170 -3.001 0.278
H -6.811 -4.349 -1.315 0.367
H -6.313 -2.157 -0.214 0.468
Se -2.345 -0.928 1.009 0.264
N -0.704 -0.359 1.489 -0.130
C -0.604 -0.560 2.823 0.923
C 0.503 -0.239 3.640 0.115
C 0.420 -0.467 4.983 -1.270
C -0.754 -0.998 5.594 -0.635
C -1.850 -1.298 4.850 -0.657
C -1.808 -1.076 3.446 0.356
N -2.863 -1.287 2.660 -0.708
H 1.419 0.119 3.197 0.603
H 1.280 -0.258 5.606 0.454
H -0.757 -1.167 6.662 0.408
H -2.755 -1.701 5.282 0.504
```

⟨S²⟩: 8.78
Net charge: +1
Gap between HOMO and LUMO (alpha / beta) (eV): 6.669 / 6.582
LUMO level (alpha / beta) (Ha): -0.140 / -0.186
Multiplicity: 6

Number 1: molecular weight 720.71 g/mol. Number 2: molecular weight 950.75 g/mol.